# C3H6N2O

2 unconnected molecules or ions with the total composition C3H6N2O at a distorted geometry (ωB97M-V/def2-TZVPD, OMol25).

The SMILES is N/N=C\O.C#C. The value obtained for the HOMO-LUMO gap is 9.04 eV. The HOMO energy is -8.4 eV. Its charge is 0. The energy is -8230.8650 eV. For the relative energy (zero: lowest compared OMol25 entry of this formula, charge and spin), the calculation gives 562.9 kJ/mol. As for the multiplicity: 1.

Each line ends with the Löwdin charge.
Element x y z (Å)
N: 0.454189 -1.459827 -1.292387  0.00
N: 0.536791 -0.747012 -0.075408  -0.02
C: 0.673253 0.478654 -0.334700  -0.41
O: 0.465923 1.193945 -1.407813  0.08
H: 0.643011 -0.877397 -2.026993  0.01
H: -0.286208 -2.145664 -1.539222  0.10
H: 0.863152 1.123109 0.537952  0.13
H: 0.061264 0.742922 -2.099783  0.07
C: -1.697198 0.982874 0.775962  -0.02
C: -1.389227 0.089520 1.469064  -0.03
H: -1.852859 1.650796 -0.007356  0.02
H: -1.108695 -0.285132 2.466612  0.06

Atomic forces in eV per Å
-0.8 -2.5 1.0
0.4 -1.0 -1.7
0.6 0.5 3.8
1.1 2.3 0.0
0.6 1.0 -2.5
0.6 1.0 1.2
0.1 -0.3 -0.6
-1.2 -1.4 -1.9
-1.3 1.7 -1.8
0.4 -1.6 4.6
-0.3 0.7 -0.6
-0.2 -0.4 -1.5